DFT (the ωB97M-V functional and the def2-TZVPD basis) results for a 2-piece molecular cluster, C9H20N2O4 overall.

```
35
Properties=species:S:1:pos:R:3:lowdin_charge:R:1
C 4.6502 -0.7884 0.3313 -0.093
C 3.7903 0.2598 -0.3925 -0.236
C 2.3262 -0.1450 -0.6219 -0.178
C 1.3703 0.9959 -0.3167 -0.155
O 0.1724 0.9594 -1.1225 -0.063
N -0.7196 -0.0122 -0.6109 -0.068
C -1.6422 0.6412 0.3491 -0.115
C -2.8706 -0.1758 0.6319 -0.153
C -3.6014 -0.6885 -0.6195 -0.173
C -2.8340 -0.3356 -1.8903 -0.174
C -1.3880 -0.7516 -1.7335 -0.073
H 5.3675 -1.2480 -0.3438 0.067
H 4.0407 -1.5920 0.7380 0.065
H 5.2087 -0.3481 1.1513 0.070
H 3.8269 1.2013 0.1512 0.104
H 4.2355 0.4562 -1.3661 0.105
H 2.1637 -0.4551 -1.6537 0.117
H 2.0973 -1.0063 0.0089 0.106
H 1.0820 1.0216 0.7382 0.122
H 1.8063 1.9649 -0.5427 0.136
H -0.1573 -0.6714 -0.0666 0.178
H -1.0834 0.7243 1.2806 0.071
H -1.8397 1.6462 -0.0139 0.153
H -3.4943 0.5042 1.2042 0.121
H -2.6319 -0.9784 1.3267 0.120
H -3.6557 -1.7777 -0.5845 0.111
H -4.6264 -0.3317 -0.6518 0.111
H -2.9106 0.7187 -2.1499 0.124
H -3.2188 -0.9094 -2.7328 0.121
H -1.3372 -1.8123 -1.4938 0.142
H -0.7933 -0.5639 -2.6209 0.135
N -0.8429 0.8947 3.4092 -0.613
O -2.0621 0.6307 3.4819 -0.041
O -0.0809 0.1434 2.7004 -0.135
O -0.3476 1.8290 4.0255 -0.008
```

## Properties
**Lowest unoccupied orbital energy**: 0.181 eV
**Highest occupied orbital energy**: -8.01 eV
**Molar mass**: 220.27 g/mol
**Total energy**: -20821.1876 eV
**Kohn-Sham gap**: 8.19 eV